[1]
CH26F3LiO20PSZr | ωB97M-V/def2-TZVPD

Results
LUMO level   -4.179 eV
ΔE to the lowest compared entry with this formula, charge and spin   0.943 eV
Gap between HOMO and LUMO   8.57 eV
E_HOMO   -12.75 eV

```
! wB97M-V def2-TZVPD RIJCOSX def2/J DEFGRID3
* xyz 1 1
Li -2.36 1.66 -2.93
Zr -0.52 -1.58 0.68
C 3.84 -2.19 2.18
F 3.96 -2.54 0.91
F 3.44 -3.26 2.87
F 5.04 -1.83 2.62
S 2.68 -0.71 2.34
O 1.39 -1.23 1.84
O 2.58 -0.36 3.75
O 3.31 0.30 1.51
P -0.91 0.52 -0.80
O -1.02 1.71 -1.72
O -1.96 0.00 0.24
O 0.25 0.24 0.20
O -0.90 -0.93 -1.34
O 1.71 1.86 -2.68
H 1.72 1.41 -3.53
H 0.79 1.83 -2.39
O 1.41 -2.15 -0.55
H 2.10 -1.50 -0.88
H 1.60 -2.95 -1.05
O -2.68 -2.34 0.96
H -3.26 -2.11 1.71
H -3.04 -3.17 0.63
O 0.05 4.31 -1.82
H -0.41 3.47 -1.94
H 0.95 4.15 -2.12
O 0.21 1.36 3.25
H 0.72 1.85 3.90
H 0.47 1.83 2.42
O 3.16 -0.28 -1.35
H 2.68 0.50 -1.65
H 3.67 0.02 -0.59
O 0.21 -1.78 -3.52
H 0.33 -1.04 -4.12
H -0.20 -1.41 -2.70
O -1.13 -0.76 2.61
H -1.79 -1.00 3.27
H -0.73 0.12 2.94
O 1.35 2.94 1.30
H 2.10 2.33 1.36
H 0.88 2.66 0.51
O -4.10 1.36 1.12
H -3.28 0.90 0.82
H -4.82 0.88 0.72
O -1.78 3.16 0.77
H -1.56 2.70 -0.05
H -2.49 2.66 1.17
O -3.52 0.17 -2.79
H -4.32 -0.19 -3.19
H -3.26 -0.48 -2.12
O -0.88 -3.44 -0.64
H -1.38 -3.51 -1.47
H -0.27 -4.20 -0.66
*
```

---

[2]
C5H14N2 | ωB97M-V/def2-TZVPD

Results
Structure (SMILES)   CCC[C@H](N)CN
LUMO level   1.106 eV
ΔE to the lowest compared entry with this formula, charge and spin   0.972 eV
Gap between HOMO and LUMO   9.77 eV
E_HOMO   -8.66 eV

```
! wB97M-V def2-TZVPD RIJCOSX def2/J DEFGRID3
* xyz 0 1
N -0.69 0.25 1.61
C 0.01 -0.35 0.51
C 0.94 0.60 -0.29
C 0.32 1.82 -0.89
C -0.76 1.53 -1.95
C 0.56 -1.74 0.90
N -0.58 -2.49 1.48
H -0.39 1.14 1.98
H -0.65 -0.38 2.40
H -0.60 -0.62 -0.36
H 1.17 -0.06 -1.14
H 1.88 0.80 0.26
H 0.10 2.61 -0.14
H 1.17 2.30 -1.44
H -0.77 2.38 -2.63
H -1.80 1.36 -1.66
H -0.51 0.69 -2.61
H 1.37 -1.73 1.63
H 0.95 -2.20 -0.05
H -0.39 -3.48 1.57
H -1.35 -2.45 0.83
*
```

---

[3]
C5H11N3 | ωB97M-V/def2-TZVPD

Results
Structure (SMILES)   CC1=NN(C)N(C)C1
LUMO level   1.006 eV
ΔE to the lowest compared entry with this formula, charge and spin   3.345 eV
Gap between HOMO and LUMO   8.76 eV
E_HOMO   -7.76 eV

```
! wB97M-V def2-TZVPD RIJCOSX def2/J DEFGRID3
* xyz 0 1
C -1.13 -0.43 0.51
C -0.80 0.20 -0.75
C -2.43 -1.22 0.75
C 1.15 1.63 -1.11
C 2.04 -0.73 1.03
N -0.21 -0.46 1.36
N 0.63 0.43 -0.60
N 0.87 0.20 0.83
H -1.07 -0.46 -1.67
H -1.51 1.18 -0.75
H -3.08 -0.75 0.03
H -2.68 -1.01 1.77
H -2.20 -2.20 0.50
H 2.10 1.77 -0.45
H 1.47 1.44 -2.10
H 0.55 2.57 -1.11
H 3.07 -0.19 0.78
H 2.18 -0.96 2.09
H 1.95 -1.66 0.40
*
```

---

[4]
C49H57F13N2O19 | ωB97M-V/def2-TZVPD

Results
Structure (SMILES)   CCCCCCCO[C@](CCCCCN)(C(F)(F)C(F)(F)C(F)(F)C(F)(F)F)[C@@](F)(CCOCC(F)(F)F)OCCCN.O=C1C=C(O)C(=O)C=C1O.O=C1C=C(O)C(=O)C=C1O.O=C1C=C(O)C(=O)C=C1O.O=C1C=C(O)C(=O)C=C1O
LUMO level   -1.694 eV
ΔE to the lowest compared entry with this formula, charge and spin   1.143 eV
Gap between HOMO and LUMO   7.77 eV
E_HOMO   -9.46 eV

```
! wB97M-V def2-TZVPD RIJCOSX def2/J DEFGRID3
* xyz 0 1
C -2.59 -4.56 -3.90
C -2.12 -3.29 -3.14
C -3.27 -2.39 -2.64
C -3.21 -0.94 -3.14
C -1.82 -0.27 -3.06
C -1.00 -0.62 -1.80
C -0.38 0.63 -1.09
O 0.97 0.72 -1.47
C 1.69 1.91 -1.28
C 0.91 3.21 -1.59
C 0.13 3.23 -2.91
C -0.91 4.39 -2.84
C -2.16 4.01 -2.01
C -3.37 4.79 -2.53
N -4.54 4.60 -1.66
C 2.09 2.02 0.24
F 0.94 2.15 1.02
C 2.74 0.73 0.74
C 2.88 0.68 2.28
O 2.36 -0.56 2.75
C 1.73 -0.46 4.00
C 0.67 -1.56 4.05
F -0.10 -1.51 2.98
F -0.10 -1.37 5.11
F 1.23 -2.76 4.07
O 2.94 3.08 0.53
C 2.38 4.27 1.09
C 2.39 4.33 2.62
C 1.80 5.70 3.04
N 0.33 5.66 2.90
C 2.93 1.82 -2.20
F 4.09 1.87 -1.52
F 3.03 2.86 -3.06
C 3.06 0.54 -3.08
F 4.31 0.63 -3.60
F 3.12 -0.58 -2.38
C 2.18 0.42 -4.36
F 2.65 1.22 -5.31
F 0.89 0.70 -4.21
C 2.24 -1.02 -4.97
F 1.56 -0.95 -6.12
F 3.45 -1.40 -5.28
F 1.61 -1.90 -4.23
H -2.37 -5.45 -3.29
H -2.06 -4.59 -4.85
H -3.67 -4.57 -4.06
H -1.37 -2.76 -3.72
H -1.59 -3.66 -2.25
H -3.38 -2.39 -1.55
H -4.20 -2.82 -3.01
H -3.94 -0.29 -2.63
H -3.51 -0.92 -4.19
H -1.93 0.81 -3.22
H -1.25 -0.63 -3.92
H -1.56 -1.18 -1.05
H -0.14 -1.22 -2.10
H -1.04 1.47 -1.30
H -0.48 0.43 -0.02
H 0.20 3.44 -0.80
H 1.58 4.08 -1.60
H -0.44 2.33 -3.12
H 0.79 3.51 -3.73
H -0.46 5.26 -2.36
H -1.25 4.70 -3.83
H -2.37 2.94 -2.08
H -2.05 4.26 -0.95
H -3.61 4.43 -3.52
H -3.12 5.86 -2.53
H -4.40 5.04 -0.76
H -5.33 5.09 -2.08
H 2.14 -0.14 0.47
H 3.73 0.57 0.32
H 3.94 0.67 2.51
H 2.46 1.55 2.79
H 2.44 -0.59 4.83
H 1.19 0.48 4.11
H 1.41 4.56 0.68
H 3.05 5.08 0.79
H 1.71 3.60 3.06
H 3.39 4.16 3.02
H 2.27 6.53 2.50
H 2.01 5.77 4.11
H 0.03 6.36 2.23
H 0.02 4.78 2.52
C 7.38 -1.60 5.73
C 6.66 -1.22 4.67
C 6.41 0.23 4.37
O 5.76 0.51 3.37
C 6.94 1.23 5.28
C 7.66 0.85 6.34
C 7.93 -0.60 6.64
O 8.60 -0.87 7.61
O 8.16 1.73 7.21
O 6.13 -2.10 3.82
H 7.57 -2.63 5.96
H 6.74 2.27 5.06
H 8.63 1.20 7.88
H 5.66 -1.57 3.14
C -0.96 -9.39 -0.83
C -1.00 -8.15 -1.34
C -1.89 -7.09 -0.77
O -1.87 -5.98 -1.26
C -2.75 -7.45 0.35
C -2.72 -8.69 0.86
C -1.80 -9.74 0.31
O -1.80 -10.84 0.82
O -3.48 -9.06 1.88
O -0.25 -7.78 -2.38
H -0.32 -10.16 -1.23
H -3.41 -6.68 0.75
H -3.26 -10.00 2.05
H -0.46 -6.85 -2.55
C -2.76 -1.47 7.08
C -1.98 -0.99 8.05
C -2.54 -0.22 9.21
O -1.78 0.18 10.07
C -3.97 0.02 9.24
C -4.76 -0.46 8.27
C -4.20 -1.25 7.13
O -4.97 -1.67 6.28
O -6.08 -0.26 8.25
O -0.65 -1.16 8.05
H -2.37 -2.03 6.24
H -4.37 0.60 10.07
H -6.40 -0.71 7.45
H -0.33 -0.72 8.86
C -2.27 0.89 -8.49
C -1.57 1.49 -7.51
C -2.24 2.34 -6.48
O -1.55 2.84 -5.60
C -3.68 2.54 -6.57
C -4.38 1.96 -7.55
C -3.72 1.08 -8.57
O -4.41 0.56 -9.43
O -5.69 2.11 -7.68
O -0.25 1.35 -7.40
H -1.80 0.27 -9.24
H -4.15 3.18 -5.83
H -5.95 1.58 -8.46
H 0.01 1.87 -6.61
*
```

---

[5]
C18H19Cl2MnN4S | ωB97M-V/def2-TZVPD

Results
LUMO level (spin up / spin down)   -3.712 / -3.654 eV
Gap between HOMO and LUMO (spin up / spin down)   7.28 / 7.35 eV
E_HOMO (spin up / spin down)   -10.99 / -11.00 eV

```
! wB97M-V def2-TZVPD RIJCOSX def2/J DEFGRID3
* xyz 1 2
Mn -0.03 0.01 -0.02
Cl -0.73 -1.97 -0.94
C 0.63 -2.59 -1.81
C 0.48 -3.78 -2.50
C 1.57 -4.29 -3.19
C 2.77 -3.62 -3.20
C 2.91 -2.42 -2.51
Cl 4.41 -1.59 -2.54
C 1.83 -1.88 -1.78
S 2.05 -0.39 -0.90
H -0.46 -4.30 -2.48
H 1.46 -5.22 -3.73
H 3.62 -4.00 -3.75
C -1.31 -0.41 2.69
C -1.29 -0.39 4.25
N 0.02 0.01 4.70
C 0.33 1.34 4.23
C 0.34 1.34 2.68
N 0.02 -0.02 2.19
C 1.03 -0.96 2.70
C 1.02 -0.93 4.26
H -2.05 0.29 2.30
H -1.54 -1.41 2.31
H -1.51 -1.38 4.65
H -2.03 0.31 4.64
H 1.31 1.62 4.63
H -0.41 2.03 4.62
H 1.32 1.63 2.28
H -0.42 2.03 2.29
H 2.01 -0.66 2.31
H 0.80 -1.96 2.33
H 1.98 -0.63 4.65
H 0.77 -1.92 4.66
N -5.64 2.57 -1.57
C -4.51 2.73 -1.50
C -3.10 2.87 -1.38
C -2.42 4.05 -1.67
C -1.05 4.06 -1.49
C -0.41 2.92 -1.05
N -1.06 1.78 -0.77
C -2.38 1.76 -0.94
H -2.95 4.92 -2.02
H -0.47 4.95 -1.70
H 0.67 2.89 -0.91
H -2.90 0.83 -0.71
*
```

---

[6]
C22H34CoFN5O8 | ωB97M-V/def2-TZVPD

Results
LUMO level (spin up / spin down)   -3.541 / -3.541 eV
Gap between HOMO and LUMO (spin up / spin down)   2.85 / 4.95 eV
E_HOMO (spin up / spin down)   -6.39 / -8.49 eV

```
! wB97M-V def2-TZVPD RIJCOSX def2/J DEFGRID3
* xyz 1 5
O 2.78 1.56 -5.13
H 3.70 1.82 -5.28
Co 0.25 -0.24 -3.29
N -1.46 -0.29 -3.92
N 0.57 -0.45 -5.08
O -2.55 -0.38 -3.07
O 1.80 -0.69 -5.59
C -1.69 -0.62 -5.21
C -0.47 -0.69 -5.92
C -3.03 -1.01 -5.71
C -0.30 -1.09 -7.34
H -3.81 -0.51 -5.13
H -3.19 -2.10 -5.64
H -3.14 -0.75 -6.77
H 0.75 -1.27 -7.59
H -0.69 -0.31 -8.00
H -0.87 -2.01 -7.54
H -2.23 0.02 -2.23
H 2.33 0.19 -5.36
O 0.34 -2.47 -2.79
H -0.41 -3.09 -2.76
H 1.13 -2.96 -3.08
C 2.11 2.55 -4.32
H 2.18 2.29 -3.25
H 1.06 2.62 -4.62
H 2.61 3.52 -4.48
O -1.07 3.64 -3.03
H -1.73 3.33 -3.68
H -0.86 2.84 -2.51
F -2.83 1.98 2.63
C -1.71 1.19 2.43
C -1.31 0.98 1.12
C -0.15 0.21 0.86
C 0.37 0.02 -0.47
O -0.35 0.28 -1.53
C 1.68 -0.53 -0.57
C 2.22 -1.20 0.50
N 1.64 -1.22 1.74
C 2.12 -2.13 2.71
C 2.07 -3.59 2.36
C 3.38 -2.90 2.51
C 0.51 -0.42 1.96
C 0.04 -0.22 3.26
C -1.03 0.65 3.54
N -1.30 0.96 4.89
C -0.16 1.28 5.73
C -0.42 0.88 7.18
N -1.69 1.52 7.57
C -2.87 1.20 6.74
C -2.53 1.60 5.31
C 2.58 -0.38 -1.76
O 3.79 -0.62 -1.65
O 2.03 0.01 -2.89
H -1.85 1.42 0.29
H 3.15 -1.74 0.41
H 1.90 -1.87 3.74
H 1.77 -4.26 3.15
H 1.75 -3.84 1.34
H 3.99 -2.75 1.62
H 3.94 -3.11 3.42
H 0.52 -0.73 4.10
H 0.06 2.37 5.68
H 0.73 0.75 5.37
H -0.54 -0.19 7.32
H 0.38 1.25 7.84
H -1.90 1.28 8.54
H -1.55 2.53 7.49
H -3.73 1.76 7.11
H -3.05 0.13 6.84
H -2.42 2.70 5.25
H -3.35 1.30 4.64
*
```

---

[7]
C18H29BrNO2 | ωB97M-V/def2-TZVPD

Results
Structure (SMILES)   CCOc1c(Br)cc(C[NH2+]C2CCCCCCC2)cc1OC
LUMO level   -2.704 eV
ΔE to the lowest compared entry with this formula, charge and spin   0.275 eV
Gap between HOMO and LUMO   8.44 eV
E_HOMO   -11.15 eV

```
! wB97M-V def2-TZVPD RIJCOSX def2/J DEFGRID3
* xyz 1 1
C 1.04 -0.82 -5.11
C 2.21 -1.74 -4.76
H 3.14 -1.17 -4.68
H 2.32 -2.51 -5.52
O 1.96 -2.49 -3.57
C 1.94 -1.97 -2.34
C 1.42 -2.83 -1.37
C 1.34 -2.50 -0.03
C 1.77 -1.25 0.38
C 2.30 -0.37 -0.56
C 2.42 -0.71 -1.90
O 2.96 0.11 -2.83
C 3.47 1.37 -2.45
H 3.87 1.81 -3.36
H 4.27 1.27 -1.71
H 2.68 2.02 -2.05
H 2.64 0.60 -0.23
C 1.67 -0.86 1.83
H 1.94 0.18 1.98
H 2.36 -1.48 2.42
N 0.29 -1.09 2.37
H -0.07 -1.94 1.92
H 0.36 -1.26 3.38
C -0.71 0.02 2.16
C -1.91 -0.23 3.10
H -2.68 -0.79 2.58
C -2.52 1.04 3.72
H -2.94 0.74 4.68
C -3.64 1.69 2.91
H -4.32 2.17 3.62
H -4.23 0.91 2.42
C -3.23 2.77 1.91
H -4.12 3.04 1.34
H -2.92 3.66 2.46
C -2.10 2.41 0.94
C -2.23 1.01 0.33
H -3.16 0.56 0.65
H -2.27 1.07 -0.76
C -1.06 0.08 0.68
H -1.32 -0.93 0.33
H -0.18 0.41 0.12
H -1.14 2.52 1.44
H -2.11 3.16 0.14
H -1.74 1.77 3.92
H -1.57 -0.86 3.93
H -0.21 0.94 2.47
H 0.97 -3.24 0.66
Br 0.78 -4.52 -1.95
H 1.22 -0.37 -6.08
H 0.12 -1.40 -5.15
H 0.93 -0.03 -4.37
*
```

---

[8]
C19H20N4O6S | ωB97M-V/def2-TZVPD

Results
Structure (SMILES)   COC(=O)c1nn(Cc2cc(C)no2)c(=O)c2cc(S(=O)(=O)NC3(C)CC3)ccc12
LUMO level   -0.963 eV
ΔE to the lowest compared entry with this formula, charge and spin   4.613 eV
Gap between HOMO and LUMO   8.57 eV
E_HOMO   -9.53 eV

```
! wB97M-V def2-TZVPD RIJCOSX def2/J DEFGRID3
* xyz 0 1
O -2.72 -0.18 -3.22
O -0.70 -0.86 2.72
O 0.50 5.13 0.02
O -0.27 4.79 2.38
N -2.48 -1.91 -0.20
N 0.35 -5.89 0.27
O -0.93 -5.41 0.77
O -4.13 -1.82 -2.43
C -3.11 -0.90 -2.30
C -1.23 -0.85 1.60
C -2.51 -0.79 -0.93
C 1.18 -4.89 0.41
C 0.52 -3.77 0.97
C -0.77 -4.13 1.19
C -2.08 1.69 -0.99
C -1.38 2.81 -0.52
C -0.58 1.55 1.38
C -1.93 0.45 -0.35
C -1.23 0.40 0.88
C -0.57 2.74 0.62
N -1.94 -1.94 1.06
N 1.91 3.66 1.63
C -4.48 -2.25 -3.77
C 2.60 -4.88 0.10
C -1.85 -3.26 1.73
C 2.58 2.16 -0.37
C 4.33 3.60 0.89
C 3.61 4.57 -0.03
C 2.85 3.37 0.54
S 0.35 4.19 1.17
H 0.94 -2.81 1.25
H -2.69 1.83 -1.87
H -1.53 3.75 -1.01
H 0.02 1.49 2.29
H 2.28 4.41 2.22
H -4.94 -1.45 -4.38
H -3.61 -2.61 -4.31
H -5.22 -3.07 -3.69
H 2.76 -4.48 -0.91
H 2.97 -5.91 0.17
H 3.15 -4.27 0.84
H -2.79 -3.75 1.59
H -1.79 -3.05 2.85
H 3.47 2.00 -0.99
H 2.35 1.22 0.17
H 1.74 2.34 -1.03
H 4.59 3.92 1.91
H 5.09 2.97 0.37
H 3.43 5.55 0.40
H 3.89 4.56 -1.09
*
```